No. 1
A 9-piece molecular cluster, C30H55NO24 overall at a distorted geometry. Source: the OMol25 dataset; level of theory: ωB97M-V/def2-TZVPD.

Geometry as XYZ:
```
110
Properties=species:S:1:pos:R:3:forces:R:3
O -0.468991 -5.045845 1.278336 1.58 -2.41 -0.20
O 0.801009 -3.195845 -4.396664 -2.83 -1.51 -0.55
O -3.222991 -1.357845 3.487336 -2.68 -1.84 0.35
O 2.963009 -0.945845 3.569336 3.49 1.60 0.01
O 0.407009 4.409155 0.669336 -0.88 1.97 8.28
O -3.865991 4.822155 1.369336 2.29 -1.72 2.99
O 0.945009 3.805155 2.939336 -3.82 6.57 0.67
O 4.274009 1.923155 -1.554664 -0.86 6.80 -4.48
O 2.761009 -2.085845 -3.887664 -5.55 -4.22 1.76
O 1.380009 -5.145845 2.804336 -4.64 -3.57 -5.96
O -5.308991 6.031155 0.147336 2.48 -3.17 0.95
O -4.442991 -4.746845 -4.633664 1.08 2.78 2.26
O 3.723009 4.248155 -2.119664 0.34 0.12 -1.14
O -3.218991 -2.858845 -3.987664 0.68 -0.62 0.04
O -5.454991 -1.478845 3.970336 4.15 -2.45 -1.68
O 4.386009 2.872155 -3.674664 0.13 0.68 -2.27
O 0.811009 -6.878845 1.225336 -0.53 -0.05 -0.76
O 4.873009 0.233155 4.218336 -1.01 -1.85 -0.63
O 1.574009 -3.451845 -2.387664 -1.49 -0.25 -0.34
O -0.264991 5.778155 2.613336 1.36 -2.72 0.03
O -4.743991 3.955155 -0.422664 0.16 -0.62 -2.14
O 3.938009 0.733155 2.125336 -0.45 -4.47 6.17
O -4.605991 0.633155 3.308336 1.70 -7.93 0.95
O -3.904991 -4.301845 -2.504664 -1.09 -1.89 0.37
N -0.222991 -0.770845 0.293336 -4.63 -3.52 3.39
C -2.141991 -0.738845 2.838336 1.38 1.17 0.98
C 2.094009 -7.499845 1.441336 -0.03 -1.01 1.72
C 0.574009 -5.735845 1.776336 3.93 5.38 5.82
C 4.916009 1.627155 -4.122664 1.34 -0.06 -0.44
C -3.263991 3.498155 1.289336 -0.69 -1.81 -2.50
C -0.991991 6.715155 1.805336 -1.73 -0.50 -0.49
C 0.325009 4.705155 2.093336 1.29 -2.85 -7.33
C -4.397991 -0.742845 3.549336 -2.86 7.76 -0.72
C 2.520009 -3.236845 -1.324664 0.74 -3.54 -2.68
C -3.321991 -3.261845 -1.787664 3.13 -2.26 1.56
C -0.902991 -3.849845 1.921336 0.21 -1.40 2.10
C 2.018009 -1.248845 2.547336 -0.91 1.27 0.74
C 5.982009 1.069155 3.856336 -0.65 1.58 -1.14
C -4.109991 2.818155 0.120336 -0.63 0.08 3.04
C 3.421009 4.475155 -0.743664 0.82 -1.41 1.37
C -6.758991 -1.063845 4.110336 -1.03 4.08 2.59
C -2.319991 -2.698845 -2.801664 -0.46 1.72 -0.10
C 0.512009 -0.163845 -0.262664 5.72 3.98 -4.30
C 1.632009 0.537155 -1.005664 -0.87 -0.84 -1.04
C 0.372009 2.219155 -2.457664 1.00 0.63 -0.56
C 1.439009 2.637155 2.474336 0.13 -1.23 0.65
C -3.954991 -4.001845 -3.772664 0.08 -2.01 -3.68
C 1.222009 0.970155 -2.486664 2.33 2.06 1.32
C -4.641991 4.982155 0.369336 -4.65 5.44 -2.47
C -3.268991 2.054155 -0.848664 -1.06 -0.46 -0.34
C 4.136009 3.064155 -2.457664 0.40 -7.27 7.23
C 1.681009 -2.923845 -3.562664 9.31 6.27 -0.65
C 3.925009 -0.002845 3.272336 0.07 3.87 -5.56
C 0.817009 -2.766845 -5.770664 -1.76 -1.40 0.55
C -2.122991 -1.156845 -2.610664 0.15 0.96 -0.70
H 0.655009 2.043155 2.083336 -0.69 -0.99 -0.41
H -1.131991 -1.186845 3.082336 -1.67 0.02 -0.18
H 0.637009 2.898155 -3.265664 -0.15 -0.07 -0.25
H -7.052991 -0.283845 3.422336 0.48 0.40 -0.38
H -6.686991 -0.558845 5.138336 -1.03 -0.50 -1.27
H -3.126991 -0.660845 -2.574664 0.67 -0.61 0.06
H -0.216991 -3.070845 1.805336 1.34 1.12 -0.60
H -2.262991 -0.544845 1.805336 -0.35 -0.79 -1.24
H -7.637991 -1.706845 4.097336 1.14 -1.40 -0.02
H 2.459009 -0.176845 -1.093664 -0.11 0.19 0.31
H 6.793009 1.177155 4.524336 0.38 -1.31 1.65
H 1.545009 -2.132845 2.836336 -0.16 -1.89 0.57
H -0.620991 1.968155 -2.542664 -2.58 -0.47 -0.44
H -1.317991 -3.272845 -2.926664 -1.96 0.75 0.15
H 2.053009 -8.541845 1.074336 -0.24 0.86 -0.51
H 5.635009 2.071155 3.839336 -0.80 1.09 -0.15
H 2.130009 2.863155 1.751336 1.93 -0.11 -1.85
H 3.211009 -4.125845 -1.442664 -0.52 1.24 0.78
H 5.928009 1.431155 -3.773664 -0.15 0.31 0.56
H -2.198991 0.235155 3.235336 0.78 1.56 0.59
H 0.777009 0.185155 -3.017664 -0.81 -1.29 -0.53
H -2.782991 -3.835845 -0.927664 -1.13 1.67 -1.00
H 1.773009 -2.915845 -6.160664 1.61 0.09 -0.58
H 1.890009 2.250155 3.371336 0.32 -0.83 -0.07
H -4.999991 2.306155 0.552336 1.03 -0.56 -0.11
H 0.503009 -1.724845 -5.800664 -0.18 -0.25 -0.34
H -3.314991 2.731155 2.071336 -0.16 1.31 0.91
H 0.405009 2.832155 -1.583664 0.55 0.18 0.99
H -1.557991 -0.799845 -1.697664 -0.59 -1.02 -0.96
H -0.758991 7.648155 2.275336 -0.33 0.55 0.05
H 1.225009 -0.539845 2.696336 -0.32 0.81 -0.64
H -2.091991 6.466155 1.729336 1.08 0.24 1.09
H 1.894009 -3.260845 -0.526664 -1.37 -0.52 2.81
H 6.451009 0.990155 2.889336 -0.50 -1.11 -0.61
H 2.886009 -6.900845 0.990336 -0.14 -0.15 0.17
H 3.008009 -2.344845 -1.339664 1.47 2.48 -0.69
H 1.935009 1.354155 -0.357664 0.24 0.20 -0.33
H 2.108009 1.278155 -3.133664 -0.52 -0.98 1.44
H -2.701991 2.818155 -1.315664 1.37 0.38 -0.48
H 2.310009 -1.325845 1.522336 0.88 0.35 -0.33
H 2.848009 5.396155 -0.653664 0.01 -0.28 -0.20
H -1.625991 -0.652845 -3.505664 -0.42 -0.97 1.00
H 4.343009 0.750155 -3.991664 -1.14 -0.57 0.95
H -2.267991 3.553155 0.862336 0.43 0.56 0.49
H -3.938991 1.725155 -1.629664 -0.18 -0.48 -0.34
H -4.157991 -2.659845 -1.549664 -0.17 1.46 0.90
H 0.136009 -3.568845 -6.196664 0.48 1.69 0.01
H -1.765991 -3.615845 1.296336 -0.51 0.15 1.17
H -2.696991 1.171155 -0.486664 -0.32 0.94 0.11
H 2.896009 3.557155 -0.399664 0.06 1.00 0.05
H 5.005009 1.722155 -5.174664 -0.01 0.52 -1.07
H -0.777991 6.716155 0.761336 1.26 -0.18 -0.63
H 4.388009 4.519155 -0.164664 -0.99 0.14 -0.60
H 2.222009 -7.659845 2.540336 0.21 0.72 -0.83
H -0.849991 -4.045845 3.081336 -1.22 0.43 -2.21
```
Positions in Å, forces in eV/Å.

Computed properties:
- Total energy: -3036.1983 hartree
- LUMO energy: 0.3 eV
- Relative energy (zero: lowest compared OMol25 entry of this formula, charge and spin): 111.8 kcal/mol
- Structure (SMILES): C[C@H]1COC(=O)O1.C[C@H]1COC(=O)O1.COC(=O)OC.COC(=O)OC.COC(=O)OC.COC(=O)OC.COC(=O)OC.COC(=O)OC.CCCC#N

Atom charges from the Löwdin analysis, given in e for atoms 1 to 5: -0.026, 0.012, 0.014, 0.009, -0.118

No. 2
The molecule C18H27N3O3 at a distorted geometry. Source: the OMol25 dataset; level of theory: ωB97M-V/def2-TZVPD.

Geometry as XYZ:
```
51
Properties=species:S:1:pos:R:3:forces:R:3
O -0.357754 -1.897619 -0.360843 1.44 1.62 -1.69
O 2.378091 1.358310 1.976293 -0.73 0.38 -0.95
O -0.874326 1.666456 -2.939228 1.69 2.68 0.21
N 1.279970 0.479730 3.621329 -2.22 -3.74 3.44
N -0.659146 -0.525182 -2.911764 -0.10 -2.70 -0.70
N 0.700051 0.052967 -0.006164 0.42 1.67 1.97
C -1.582117 1.240411 2.919979 0.39 -0.22 0.53
C 0.321989 -0.940006 -0.824906 -1.47 -1.94 2.13
C -1.328379 0.587310 -3.159675 -1.03 -0.37 1.22
C -1.034505 1.164537 1.561553 0.16 -0.21 -2.45
C 0.769119 -1.879039 -5.637916 0.31 0.36 -2.16
C -2.576031 1.146161 5.390184 -1.17 -2.22 0.15
C 2.282832 0.707110 4.645524 1.03 -0.47 -0.94
C 0.625699 -0.684051 -2.285966 0.77 0.87 -1.42
C 1.380183 0.754792 2.375436 2.27 1.10 -4.58
C -1.701854 2.189557 5.167396 0.96 -0.61 -1.78
C -2.929156 0.035931 4.493644 -0.17 3.26 -0.85
C -2.466672 0.167654 3.143445 -0.51 0.95 3.29
C 2.913345 -1.650733 -2.550933 0.83 1.72 -1.30
C 1.494352 -1.706754 -3.087613 0.63 -0.55 0.54
C -2.773636 0.523067 -3.521432 0.52 -0.52 -1.87
C 1.661569 -1.351141 -4.599601 -0.52 1.69 1.79
C -1.140312 2.231163 3.875802 0.02 -1.00 -0.37
C 0.241443 0.218731 1.400092 0.17 1.95 0.30
H -3.127207 1.392611 -2.971849 -0.73 -0.22 -0.40
H -1.823936 0.800206 0.827587 0.95 0.10 0.93
H -3.270653 -0.440438 -3.281936 0.17 0.75 -0.29
H -1.113011 -1.400408 -3.138023 -0.06 0.14 0.21
H -3.832960 -0.556336 4.706939 0.91 -0.07 0.27
H 1.094413 -1.405870 -6.640394 -0.35 -1.29 1.29
H 2.177433 1.718480 4.921610 0.15 1.18 0.78
H -0.891012 2.173480 1.246549 0.96 0.76 -0.64
H 2.660088 -1.577854 -4.960833 0.32 0.13 0.53
H 3.297469 0.566739 4.254948 -0.20 0.20 -0.32
H 2.942234 -1.909850 -1.575020 -0.17 -0.77 3.57
H 1.152126 -2.747500 -2.832023 -0.09 0.79 -0.63
H 0.691396 -0.357333 3.692637 0.08 0.67 0.98
H -2.683485 0.719704 -4.648350 -1.04 -0.22 1.44
H 3.454923 -0.633606 -2.553692 -0.95 -1.39 -0.66
H -0.279413 2.941966 3.669812 -1.40 -0.91 -0.18
H -1.352249 2.873472 5.947368 -0.53 -0.22 -0.28
H -2.861041 -0.436796 2.318819 0.49 0.09 0.42
H -0.085808 -0.693078 1.813997 -0.27 -1.48 0.00
H 3.505428 -2.430470 -2.994266 0.50 -0.01 -0.70
H 0.830650 -2.949857 -5.590118 0.09 -0.70 -0.73
H 2.261813 0.041484 5.504322 -0.88 -0.03 -0.10
H -0.254463 -1.635192 -5.580813 -1.34 0.46 0.50
H 1.280384 0.837569 -0.308717 -0.30 -0.51 -0.13
H 1.123877 0.317482 -2.361312 -0.31 -0.80 0.03
H 1.531258 -0.258734 -4.507092 0.49 -0.04 -0.69
H -3.053006 1.160789 6.355230 -0.19 -0.34 0.31
```
Positions in Å, forces in eV/Å.

Computed properties:
- Total energy: -1092.0332 hartree
- LUMO energy: 0.7 eV
- Relative energy (zero: lowest compared OMol25 entry of this formula, charge and spin): 83.7 kcal/mol
- Structure (SMILES): CC[C@@H](C)[C@@H](NC(C)=O)C(=O)N[C@H](Cc1ccccc1)C(=O)NC

Atom charges from the Löwdin analysis, given in e for atoms 1 to 5: 0.020, 0.041, 0.063, 0.017, 0.110